Record 1
Here is a structure of composition C52H82N11O3P2RhS from the Open Molecules 2025 dataset. Energies are from ωB97M-V with the def2-TZVPD basis set.

Computed properties:
LUMO level (spin up / spin down): 0.39 / 0.40 eV
HOMO level (spin up / spin down): -6.5 / -6.5 eV

```
152
Properties=species:S:1:pos:R:3:forces:R:3
N 0.893881 -0.207939 -1.540095 -0.03 -0.37 0.07
H -4.349451 -1.949680 4.955603 0.00 -0.02 0.00
N -1.693914 0.531472 0.721482 -0.28 0.19 -0.32
H -6.407023 4.496013 -0.342519 0.00 0.00 0.01
H -1.551578 0.588148 -1.932296 0.04 0.05 0.06
C -3.145011 -4.661000 -1.075122 0.12 0.05 0.10
H 2.781281 4.903392 2.735092 0.02 0.00 0.01
C -2.258089 -4.890909 1.809290 0.00 0.06 -0.04
C -0.075510 2.856807 -2.113284 0.10 -0.06 -0.02
C -1.589681 -4.520350 -0.665449 -0.10 -0.01 -0.14
P -3.208172 0.108400 0.682341 0.30 -0.12 0.04
P 1.261320 0.514015 -2.822814 0.07 0.24 -0.26
N 3.110470 -3.280335 0.544920 0.09 -0.05 -0.11
C 0.490551 -1.995170 -5.965474 0.03 0.04 0.04
H 3.563891 2.081724 1.170385 0.00 -0.03 0.00
H 2.646449 6.040952 0.520644 0.01 0.00 0.00
H 2.646638 -2.277996 -1.244769 0.01 0.05 0.03
C -0.050515 -4.346813 -2.829607 0.03 0.03 0.00
H 4.428808 3.044328 -0.947722 -0.04 0.00 0.01
C -0.742719 -3.202064 -0.222043 -0.05 0.02 0.10
H -5.219806 -3.717300 -0.311565 0.03 -0.01 0.02
H 1.623506 6.868530 1.694456 0.00 -0.03 0.00
C 5.269489 0.447603 -2.151460 0.02 -0.02 -0.02
H 3.023830 0.470241 -5.290022 0.01 0.00 0.03
C 3.443651 3.347717 -0.588921 0.00 0.05 0.00
C 3.327921 3.119366 0.914906 -0.04 0.06 -0.01
H 0.800744 -4.881226 -3.260467 -0.03 -0.01 0.02
C 1.895648 4.765049 2.111476 0.03 -0.06 -0.05
H 0.332067 -3.409318 -2.416541 -0.01 -0.04 0.00
C -4.887799 1.479174 -1.096244 0.09 0.02 -0.01
H -3.038044 0.261500 4.204505 -0.02 -0.02 -0.02
C -5.005058 -3.122260 -1.196966 -0.08 0.02 -0.04
C -6.207582 3.431613 -0.206765 0.00 0.00 0.00
C -4.221963 2.513496 1.056200 0.01 0.01 -0.06
C 2.445389 -2.731800 1.561769 -0.08 -0.03 0.08
C -2.343820 -1.738754 -1.037730 -0.05 -0.08 0.15
H -3.508950 3.217644 0.609039 0.01 -0.01 0.02
H -0.634253 4.070065 1.339768 -0.04 -0.03 0.00
H 2.689400 -4.848031 -0.744373 -0.02 -0.01 -0.02
C 1.005000 -1.424042 -4.810902 0.00 -0.10 0.07
H -5.909299 -3.143410 -1.817048 0.00 -0.02 0.00
C 3.062580 -4.710868 0.270861 0.00 0.09 -0.01
C 3.333207 -4.259300 3.238905 -0.08 -0.08 -0.05
H 3.422218 0.393033 -1.039486 0.02 0.01 -0.06
H -4.142839 -1.206573 -3.313773 0.02 -0.02 -0.01
H -5.083548 -1.019664 -1.658101 0.00 0.06 -0.03
H -0.544344 2.220120 -1.372540 -0.04 0.03 0.06
H -5.571449 -1.439980 -0.040418 0.02 0.04 -0.02
N -4.306254 1.289835 0.246478 -0.12 0.00 0.14
H -1.128207 2.346905 1.495403 0.02 0.08 -0.09
H -4.180019 1.166031 -1.863885 -0.02 -0.05 0.00
H 3.868542 -1.505021 -0.229576 0.02 -0.07 -0.02
H 4.054715 -5.163059 0.351074 -0.01 -0.01 -0.01
C 3.064435 0.459884 -3.138699 0.06 0.00 0.10
C -1.487134 -5.415743 0.603661 0.06 -0.03 -0.01
H -0.428771 -5.448089 0.845699 0.00 -0.02 0.01
H -2.854836 -1.643501 -4.399049 0.02 0.04 -0.08
C -0.314328 0.544839 -5.181916 0.03 -0.06 0.00
H -1.917891 -1.891061 4.617496 0.00 0.00 0.01
H 4.114542 -4.439379 2.507363 0.00 0.02 0.03
C 1.212118 4.505959 -3.934408 -0.01 0.01 0.03
H -5.665771 -0.438814 1.770298 0.01 0.01 0.00
C -0.387233 3.097257 1.771183 -0.02 -0.08 0.11
H -0.006674 6.085499 -3.139077 0.00 -0.01 0.00
H 4.296634 -2.976545 -1.132162 -0.01 -0.01 0.00
H 2.693282 2.779428 -1.138925 0.05 0.05 0.03
H 1.049715 4.745272 2.790813 -0.04 -0.01 0.02
H 1.511003 -2.445072 4.317394 0.00 0.00 -0.01
H -2.629158 -2.722292 -1.273183 0.03 -0.06 0.06
C 1.528324 3.156938 -3.872136 0.01 -0.04 -0.01
C -5.591524 3.161504 1.185449 -0.02 -0.02 -0.04
H -1.870377 -5.319709 2.736241 -0.01 -0.01 -0.01
H -0.820129 -1.727249 -7.646108 0.00 0.01 0.02
C 1.758821 5.935272 1.144085 -0.01 0.00 -0.03
N -3.915776 -3.789012 -1.894058 0.09 -0.06 -0.09
H 6.920680 0.475620 -3.525087 -0.02 0.00 0.00
C -4.979899 -0.661910 2.588070 0.03 0.01 0.04
H 3.298190 4.399318 -0.835522 0.00 0.01 0.01
Rh -0.060707 -0.261079 0.190297 0.00 0.04 0.25
C -3.944757 -2.408904 4.044794 0.00 0.04 0.02
H -0.646443 1.528847 -4.878792 -0.01 0.01 0.02
H -1.543002 0.531144 -6.938354 0.01 -0.01 0.00
C 3.647544 0.473839 -4.402984 0.03 0.03 -0.05
H -6.233085 2.492304 1.763398 0.00 0.01 -0.01
H 0.902116 5.794736 0.482444 0.00 -0.01 0.00
C -0.701967 -5.214010 -1.748953 0.01 0.04 0.05
H 2.287192 2.759854 -4.535364 0.00 0.00 0.00
N 1.050805 1.498512 0.672206 0.02 0.14 0.12
N -3.653877 -0.154592 2.262797 -0.08 0.04 0.07
C -2.171954 -1.152758 -2.430377 0.01 0.12 -0.02
H -3.321016 -5.122234 1.749055 0.00 0.00 -0.02
H -5.792328 0.870888 -1.190933 -0.04 -0.01 0.03
H -4.188833 -3.582500 -3.936353 -0.02 0.01 0.00
H -2.543353 -3.817157 -3.425169 0.03 -0.02 0.01
C -3.206960 -1.763319 -3.372878 -0.01 -0.01 -0.02
C -0.402472 4.205255 -2.181753 -0.01 -0.02 0.05
C 0.613594 -0.147442 -4.407767 -0.17 0.07 0.03
H 0.870915 -4.096176 4.110790 0.01 0.02 0.01
H -1.163926 4.611231 -1.524860 0.02 -0.03 0.01
H -1.272496 -6.036127 -2.191435 0.01 0.02 -0.04
H 5.898866 0.431321 -1.269175 0.00 -0.01 -0.01
H -5.356475 -0.121414 3.468792 0.01 0.00 0.00
H 5.470609 0.486226 -5.531083 0.00 0.01 0.01
C 5.029828 0.481320 -4.541955 -0.01 -0.01 0.01
C -4.920707 -2.155178 2.895878 0.03 -0.02 -0.03
H -1.732981 0.058018 3.025763 0.03 0.01 -0.01
C 0.889057 2.315563 -2.962113 -0.14 0.02 0.00
H -2.152825 -3.805482 1.884542 0.02 -0.16 -0.05
C -0.422718 -1.288474 -6.738747 -0.02 0.01 0.00
H 0.806335 -2.987195 -6.264800 0.00 0.01 0.01
H -5.803091 2.989913 -2.285526 0.00 0.01 -0.01
C -5.292555 2.930144 -1.322442 0.02 0.01 -0.03
H 1.720420 5.148742 -4.642628 0.00 -0.02 0.00
H -0.705939 -4.099057 -3.663659 -0.02 0.03 0.01
H -3.853935 -3.478737 4.244920 0.01 0.00 -0.03
H 1.996081 1.300247 0.366325 -0.06 -0.04 -0.10
C -2.693513 -0.334943 3.346203 -0.07 -0.01 0.03
H 0.319589 -2.788629 3.046976 -0.05 0.02 -0.02
H -5.916154 -2.534683 3.141033 0.00 0.01 0.02
H 1.720570 -1.979404 -4.211755 -0.03 0.02 0.01
N 2.213926 -3.544201 2.640739 0.11 0.19 0.03
C 3.888997 0.439127 -2.018384 0.04 -0.05 -0.04
C 0.949109 2.636266 1.275090 -0.02 0.04 -0.07
C -2.575441 -1.798748 3.748635 0.02 0.01 -0.02
C -4.812083 -1.630879 -0.802090 0.03 -0.08 0.12
C 5.843003 0.472253 -3.416481 -0.03 0.00 0.01
S 1.953680 -1.101863 1.575296 0.20 -0.17 0.08
H -7.172869 2.925827 -0.291519 0.01 -0.01 0.00
H 3.759011 -3.676236 4.063582 -0.02 0.00 0.01
H -3.826407 2.254425 2.036715 -0.03 -0.03 0.01
N -1.138678 -1.927732 -0.295887 -0.24 -0.03 -0.12
H -4.575165 -2.680001 1.998320 -0.01 -0.01 0.02
H -5.498994 4.086419 1.759205 0.01 -0.01 -0.01
C 1.172520 -3.186882 3.586342 0.03 -0.04 -0.01
C 3.503583 -2.462109 -0.588312 -0.04 0.00 -0.02
H -2.100051 -2.335310 2.923990 0.00 0.11 0.07
H -1.174598 -1.472605 -2.743864 0.09 -0.03 -0.10
H -4.403932 3.560626 -1.408158 -0.01 0.00 0.03
H 0.108816 -5.674752 -1.184663 0.01 -0.03 0.00
C -3.454776 -3.276145 -3.183712 0.00 0.02 0.04
H 4.062997 3.728727 1.441422 0.00 0.02 0.01
H 2.997059 -5.220331 3.632443 0.00 0.00 0.00
H -0.388529 3.201430 2.858459 0.05 0.01 0.00
N -3.500485 -1.237338 -0.265176 -0.05 0.16 -0.20
O 0.357526 -3.525272 0.222739 0.21 0.00 -0.01
O -3.741065 -5.584699 -0.576089 -0.12 -0.01 0.06
C -0.823709 -0.019968 -6.344937 -0.04 -0.02 0.01
C 0.242954 5.032534 -3.089242 0.02 0.00 -0.02
N 2.019058 3.463237 1.462451 0.01 0.04 0.03
H -1.806627 -6.425101 0.350119 -0.02 0.00 0.01
H 2.372606 -5.193283 0.954059 -0.03 -0.02 0.02
O -2.263884 0.259470 -2.499829 0.04 -0.02 -0.10
```
Forces are in eV/Å.

---

Record 2
Here is a structure of composition C21H22N2Pt from the Open Molecules 2025 dataset. Energies are from ωB97M-V with the def2-TZVPD basis set.

Computed properties:
LUMO level: 0.07 eV
HOMO level: -7.3 eV

```
46
Properties=species:S:1:pos:R:3:forces:R:3
C 0.290117 2.185240 -0.531148 0.24 -0.38 0.69
C 2.468524 1.970812 0.574057 0.27 0.08 0.23
H -5.432659 -2.948081 -0.875349 0.01 0.00 -0.02
C 1.249125 -2.644472 -0.162323 -0.49 -0.64 0.19
H 0.638747 6.058407 -0.720812 0.01 0.00 -0.03
C -2.403315 -1.978156 0.333579 0.17 0.01 0.13
C -4.884140 -0.924138 -0.419758 -0.08 -0.05 0.00
C 0.544816 4.980863 -0.676596 -0.05 -0.01 0.04
C -0.707669 2.967581 -1.104854 -0.11 -0.05 -0.07
C 3.455767 -0.223962 0.618866 0.02 -0.21 0.04
H 2.436921 4.701355 0.298350 0.01 -0.01 -0.02
H 4.166616 1.175313 -1.480111 -0.01 0.04 0.07
H -3.224731 -3.861268 -0.233712 0.02 0.01 -0.05
C 1.424446 -3.833418 0.537457 0.03 0.02 -0.22
C 0.371994 -4.357289 1.276443 0.00 -0.06 0.02
C -3.898847 -0.094065 0.089711 0.10 0.17 0.00
N -1.665575 0.241875 1.008513 1.22 -0.29 -1.37
H 4.462320 0.198990 0.723312 -0.03 0.09 -0.05
H -5.827686 -0.506207 -0.745184 0.00 0.02 0.04
H 3.015187 -0.041678 -2.073200 0.02 -0.03 0.05
H -1.232430 -0.142836 1.839694 -0.04 0.07 0.06
H 3.035089 -0.388227 1.608834 -0.05 -0.01 -0.02
Pt 0.311787 0.152627 -0.250182 -1.23 1.10 0.28
C -3.424293 -2.801797 -0.133373 -0.09 0.07 0.08
C 1.552123 4.215287 -0.101019 0.05 0.02 -0.07
H 0.511757 -5.250855 1.871753 -0.03 -0.02 -0.03
C 0.042219 -1.919526 -0.125248 1.60 0.11 0.78
H -1.709768 -4.171078 1.751408 0.01 -0.01 -0.01
C -4.659795 -2.288947 -0.502923 0.06 0.00 0.03
H 3.436277 2.491488 0.602145 0.08 -0.15 -0.05
C 1.419506 2.833969 -0.040549 0.07 0.63 -0.11
H -1.976158 1.193332 1.152899 0.07 0.03 -0.01
C -0.583023 4.352973 -1.187077 0.05 -0.06 0.00
C 3.109825 0.880000 -1.501522 0.15 -0.06 -0.12
H 3.531519 -1.183219 0.114848 0.03 0.04 0.01
C -2.673664 -0.614266 0.478905 -0.40 -0.30 -0.07
H -1.365486 4.940142 -1.652695 -0.01 0.00 0.02
H -4.074052 0.973977 0.167258 -0.02 -0.01 0.05
H 2.381827 -4.343146 0.520774 -0.01 -0.01 0.01
H 2.192189 1.733341 1.603948 0.06 -0.06 0.00
H 2.529233 1.655521 -1.993979 -0.01 -0.01 0.00
H -1.598140 2.490939 -1.507344 -0.01 0.03 0.01
C -1.035579 -2.541874 0.525535 -0.20 -0.05 -0.12
N 2.592618 0.675455 -0.141697 -1.40 -0.13 -0.42
C -0.865635 -3.738023 1.224938 -0.11 -0.04 -0.07
H 2.072103 -2.272952 -0.762559 0.02 0.10 0.10
```
Forces are in eV/Å.

---

Record 3
Here is a structure of composition C6H12O from the Open Molecules 2025 dataset. Energies are from ωB97M-V with the def2-TZVPD basis set.

Computed properties:
LUMO level: 0.93 eV
HOMO level: -6.7 eV

```
19
Properties=species:S:1:pos:R:3:forces:R:3
C 0.045226 2.712281 -0.201874 0.07 0.50 0.10
O 0.935787 1.344732 -0.732934 0.10 -0.02 0.17
H -0.815307 0.498741 1.480661 0.02 -0.09 -0.14
H -0.627995 2.686895 0.655274 0.09 -0.10 -0.18
C 0.087066 -1.356279 0.700847 0.10 -0.11 0.05
H 2.073120 -1.564328 -0.158499 -0.15 -0.06 -0.02
H 0.973124 3.245418 0.081163 -0.12 -0.12 -0.06
C 1.040396 -1.880167 -0.352156 0.02 0.01 -0.06
C -0.667717 -0.032037 0.534098 -0.02 0.25 0.05
H 0.378724 -1.589083 1.725064 -0.05 0.06 -0.17
H 1.031840 -2.976278 -0.376255 -0.01 0.16 0.01
H -0.412270 3.183965 -1.063383 0.06 -0.12 0.15
H -1.729365 -1.659741 -0.537039 0.09 0.08 0.13
H 0.763796 -1.524281 -1.350316 0.02 -0.04 0.15
C -1.390012 -1.349331 0.449221 -0.14 -0.11 -0.02
H -0.660833 0.258178 -1.597795 -0.01 0.06 0.17
H -2.063347 -1.624702 1.256054 0.12 0.06 -0.11
C -0.545564 0.828046 -0.668531 -0.08 -0.50 -0.09
H 1.451572 0.908725 -0.025357 -0.10 0.08 -0.12
```
Forces are in eV/Å.

---

Q: What is the formula in the second record?
A: C21H22N2Pt

---

What did the third record say?
Here is a structure of composition C6H12O from the Open Molecules 2025 dataset. Energies are from ωB97M-V with the def2-TZVPD basis set.

Computed properties:
LUMO level: 0.93 eV
HOMO level: -6.7 eV

```
19
Properties=species:S:1:pos:R:3:forces:R:3
C 0.045226 2.712281 -0.201874 0.07 0.50 0.10
O 0.935787 1.344732 -0.732934 0.10 -0.02 0.17
H -0.815307 0.498741 1.480661 0.02 -0.09 -0.14
H -0.627995 2.686895 0.655274 0.09 -0.10 -0.18
C 0.087066 -1.356279 0.700847 0.10 -0.11 0.05
H 2.073120 -1.564328 -0.158499 -0.15 -0.06 -0.02
H 0.973124 3.245418 0.081163 -0.12 -0.12 -0.06
C 1.040396 -1.880167 -0.352156 0.02 0.01 -0.06
C -0.667717 -0.032037 0.534098 -0.02 0.25 0.05
H 0.378724 -1.589083 1.725064 -0.05 0.06 -0.17
H 1.031840 -2.976278 -0.376255 -0.01 0.16 0.01
H -0.412270 3.183965 -1.063383 0.06 -0.12 0.15
H -1.729365 -1.659741 -0.537039 0.09 0.08 0.13
H 0.763796 -1.524281 -1.350316 0.02 -0.04 0.15
C -1.390012 -1.349331 0.449221 -0.14 -0.11 -0.02
H -0.660833 0.258178 -1.597795 -0.01 0.06 0.17
H -2.063347 -1.624702 1.256054 0.12 0.06 -0.11
C -0.545564 0.828046 -0.668531 -0.08 -0.50 -0.09
H 1.451572 0.908725 -0.025357 -0.10 0.08 -0.12
```
Forces are in eV/Å.